This record from OMol25 describes a 2-piece molecular cluster, C5H14 overall at a distorted geometry. The level of theory is ωB97M-V/def2-TZVPD.

```
19
Properties=species:S:1:pos:R:3:lowdin_charge:R:1
C 1.0503 -1.2306 0.0377 -0.1431
C 1.5945 -0.5421 1.2858 -0.2803
C 0.8013 -0.9288 2.5592 -0.1122
H 0.8871 -0.6276 -0.8488 0.0403
H 1.8072 -1.9182 -0.3746 0.0676
H 0.2070 -1.9246 0.0875 0.0722
H 1.3847 0.5078 1.2455 0.0803
H 2.6525 -0.7551 1.3150 0.0931
H -0.0404 -1.5639 2.2962 0.0596
H 0.6027 -0.0954 3.2251 0.0622
H 1.4143 -1.6054 3.1685 0.0629
C -1.8776 1.3058 -2.4491 -0.1622
C -1.2178 1.3889 -1.0716 -0.1663
H -2.5754 2.1159 -2.6565 0.0585
H -1.0746 1.3785 -3.1845 0.0606
H -2.4145 0.3635 -2.5389 0.0615
H -0.6125 0.5085 -0.8842 0.0177
H -1.9828 1.3605 -0.2891 0.0672
H -0.6061 2.2624 -0.9234 0.0605
```

## Properties
* net charge: 0
* E_LUMO: 1.2 eV
* SMILES: CCC.CC
* Kohn-Sham gap: 0.450 Eh
* energy above the lowest of the compared OMol25 structures with the same formula, charge and spin: 68.9 kJ/mol